[1]
Formula: C4H15N2O2
Source: OMol25
Level of theory: ωB97M-V/def2-TZVPD

The charge is +1. The strongest force on any atom is 1.6 eV Å⁻¹. The energy relative to the best compared isomer or geometry (same formula, charge and spin) comes out at 32.9 kcal per mole. The HOMO-LUMO gap comes out at 9.11 eV.

Last column: natural (NBO) charge in e.
Cartesian coordinates (Å):
N -0.8760 1.5669 -1.1085  -0.837
C -1.0786 -0.6923 -1.8839  -0.536
C 1.1646 0.2578 -1.4792  -0.472
H -2.1461 -0.6649 -1.7827  0.230
H 2.6972 -0.7024 -0.2618  0.231
H -1.4812 1.8896 2.5264  0.493
N 0.8215 -1.4950 0.3111  -0.728
H -0.1166 -1.5401 -0.1324  0.453
H 1.3513 0.2367 2.5176  0.474
H -2.4943 0.7160 2.5623  0.503
H 1.8844 -1.7826 -1.4315  0.225
O -1.7920 1.1182 2.0364  -0.960
C 1.7602 -0.9657 -0.7245  -0.212
H 1.6487 1.1436 -1.1060  0.229
H 1.4478 0.0725 -2.5132  0.257
H -0.3859 2.4331 -1.2346  0.400
H -1.6564 1.6115 -0.4696  0.411
O 0.5241 -0.2050 2.7425  -0.953
C -0.3468 0.3432 -1.4539  0.193
H 0.6301 -0.8068 1.0719  0.446
H 1.0580 -2.3119 0.8688  0.443
H -0.5816 -1.5605 -2.3058  0.209
H -0.2236 0.3621 2.4435  0.500


[2]
Formula: C4H15N2O2
Source: OMol25
Level of theory: ωB97M-V/def2-TZVPD

The charge is +1. The strongest force on any atom is 3.9 eV Å⁻¹. The energy relative to the best compared isomer or geometry (same formula, charge and spin) comes out at 55.2 kcal per mole. The HOMO-LUMO gap comes out at 9.92 eV.

Last column: natural (NBO) charge in e.
Cartesian coordinates (Å):
H 1.8018 1.4160 0.2351  0.218
H -1.0958 -0.9603 -0.5922  0.425
C 1.2232 -0.5820 -2.4407  -0.430
H -2.7571 2.7095 -0.7883  0.492
C 0.6021 -1.4092 1.4811  -0.085
H 2.1955 -0.6256 -2.9614  0.224
C 1.4025 0.4445 -0.2490  -0.227
H -0.7523 -1.5731 3.0361  0.504
H 2.1796 -0.2770 -0.2312  0.186
H 0.4581 -0.4234 -3.2793  0.217
H 0.8900 -2.1433 0.7751  0.190
H -1.2586 0.5774 -0.5593  0.476
H 0.9055 -1.4148 -1.8019  0.185
N 1.0278 0.6879 -1.6113  -0.683
H -2.0956 3.2499 0.4425  0.494
O -2.2119 2.4114 -0.0092  -0.977
C 0.2377 -0.0568 0.7630  -0.093
O -0.6033 -1.7833 2.1228  -0.744
H 1.6268 -1.3417 2.0012  0.218
N -1.0376 -0.2203 0.0653  -0.681
H -1.8702 -0.3105 0.6557  0.456
H 1.4269 1.6099 -1.8541  0.403
H 0.1429 0.8303 1.5103  0.232


[3]
Formula: C4H15N2O2
Source: OMol25
Level of theory: ωB97M-V/def2-TZVPD

The charge is +2. The strongest force on any atom is 6.2 eV Å⁻¹. The energy relative to the best compared isomer or geometry (same formula, charge and spin) comes out at 82.5 kcal per mole. Its spin multiplicity is 2. As for the expectation value of S²: 0.75. The HOMO-LUMO gap (alpha / beta) comes out at 11.42 / 6.59 eV.

Last column: natural (NBO) charge in e.
Cartesian coordinates (Å):
H -1.1872 -1.7375 1.2351  0.487
O -0.6512 2.6754 1.5569  -0.987
C 0.0757 1.0152 -1.3787  -0.253
C 0.8419 -1.2919 1.3564  -0.093
H -2.0377 0.8817 -0.8902  0.442
N 0.3029 -1.4234 -1.1595  -0.157
H 1.5458 -0.2410 -0.2656  0.240
H -0.9255 3.5183 1.4060  0.500
H 1.2027 -0.1941 -2.6592  0.324
H 1.4056 -2.0463 2.0603  0.256
C 1.1695 -1.3100 -0.1311  -0.355
H -0.5343 -0.6880 -2.8599  0.290
O -0.4649 -1.1060 1.7256  -0.687
H 1.2023 -0.2707 1.8776  0.229
H -0.2810 2.5582 2.4623  0.528
C 0.2534 -0.3220 -2.0656  -0.332
H -0.1751 -2.3673 -1.3312  0.463
H -0.0657 1.7171 -2.2268  0.293
N -1.1669 0.9253 -0.4432  -0.736
H 1.9722 -2.0219 -0.3612  0.334
H -0.9118 0.1166 0.3004  0.456
H -1.1619 1.7671 0.1412  0.484
H 0.8851 1.3912 -0.6162  0.272


[4]
Formula: C4H15N2O2S
Source: OMol25
Level of theory: ωB97M-V/def2-TZVPD

The charge is -1. The strongest force on any atom is 4.8 eV Å⁻¹. The energy relative to the best compared isomer or geometry (same formula, charge and spin) comes out at 57.6 kcal per mole. The HOMO-LUMO gap comes out at 6.90 eV.

Last column: natural (NBO) charge in e.
Cartesian coordinates (Å):
H 1.1767 0.7104 2.2814  0.474
H -0.8869 0.0565 -1.4176  0.196
C -2.7489 -0.0179 0.4473  -0.417
H -1.3353 -1.2841 1.1466  0.349
H 2.4980 1.7568 2.2745  0.471
C -0.4276 -0.5164 -0.6010  -0.109
O 1.7261 1.2728 2.8943  -0.954
H -1.1668 -1.7698 -2.1768  0.172
H -2.7216 0.4302 1.4491  0.177
C -0.4593 -1.9739 -1.4014  -0.168
H 0.7655 0.6861 0.8635  0.165
O 1.2944 3.4384 0.6707  -0.966
S 1.9816 0.8413 -1.4008  -0.755
H -2.6052 0.9411 -0.1812  0.191
H 1.1071 -1.4903 -2.4880  0.374
N 0.8185 -2.2708 -1.8628  -0.872
H 0.8606 2.9981 -0.0913  0.496
C 0.8544 -0.0039 -0.0457  -0.541
H 1.5471 -1.9285 -1.1727  0.360
H 1.6512 -0.5919 0.2813  0.212
H 2.1122 2.9718 0.7943  0.462
N -1.5697 -0.8815 0.2463  -0.669
H -3.6134 -0.6143 0.1882  0.184
H -0.8589 -2.7602 -0.6980  0.167


[5]
Formula: C4H15N2OS
Source: OMol25
Level of theory: ωB97M-V/def2-TZVPD

The charge is +2. The strongest force on any atom is 3.0 eV Å⁻¹. The energy relative to the best compared isomer or geometry (same formula, charge and spin) comes out at 28.8 kcal per mole. Its spin multiplicity is 2. As for the expectation value of S²: 0.75. The HOMO-LUMO gap (alpha / beta) comes out at 9.98 / 4.83 eV.

Last column: natural (NBO) charge in e.
Cartesian coordinates (Å):
N 0.0118 0.2494 -1.6684  -0.615
H 2.6242 2.3446 -0.1702  0.147
H 0.1911 0.4405 0.8601  0.256
H -2.8565 -1.5157 -0.7411  0.265
H -0.0737 2.3594 1.0685  0.309
S 2.0856 1.9275 0.9542  0.641
H 0.9984 2.1296 -1.5547  0.231
H -0.2179 -2.6213 -0.8874  0.432
H -0.6851 2.3270 -1.3001  0.258
N -0.9813 -2.4794 -0.2221  -0.703
H -0.5576 -1.0122 2.5729  0.485
C 0.3270 1.4857 0.4258  -0.531
H -0.9063 -1.2979 -2.5697  0.238
O -0.6285 -1.9607 2.4158  -0.965
H -0.5598 -2.4245 0.7240  0.476
C -1.1517 -0.5681 -1.8104  -0.263
H -0.2022 -2.4080 3.1597  0.524
H -1.8846 0.0995 -2.3230  0.256
H -1.6378 -3.2587 -0.2986  0.458
C 0.1651 1.5734 -1.1274  -0.254
H -1.9437 -0.5201 0.2471  0.229
H 0.9622 -0.0977 -1.6548  0.382
C -1.7929 -1.2171 -0.5883  -0.256